Entry 1:
{
  "formula": "C7H10N",
  "method": "wB97M-V/def2-TZVPD",
  "e_above_lowest_kj_mol": 720.0,
  "gap_ev": 9.504,
  "e_homo_ev": -15.5,
  "charge": 1,
  "lumo_ev": -5.96,
  "symbols": ["C", "C", "C", "C", "C", "C", "C", "N", "H", "H", "H", "H", "H", "H", "H", "H", "H", "H"],
  "coordinates": [[-1.023, -2.226, 0.236], [-1.460, -2.959, 1.180], [-0.445, -2.058, -1.175], [-1.479, 0.428, -0.356], [-0.022, 0.233, 0.207], [1.187, 0.744, -0.440], [0.063, 0.339, 1.640], [-0.819, -0.901, -0.241], [0.543, -2.196, -1.236], [-1.194, -2.497, -1.871], [-2.217, 0.619, 0.470], [-1.955, 0.719, -1.319], [2.098, 0.175, -0.372], [1.629, 1.700, -0.220], [0.960, 0.890, -1.523], [-0.581, -0.238, 2.235], [-0.172, 1.287, 1.960], [1.041, 0.252, 2.087]],
  "forces_ev_per_angstrom": [[1.31, 1.54, -1.76], [-0.64, -1.05, 1.45], [-5.20, 0.17, 2.27], [-0.81, -0.19, 1.54], [-1.30, 1.61, -0.27], [0.73, 0.01, -3.94], [0.89, -0.51, 2.03], [0.20, -1.58, -2.43], [3.59, -0.45, -0.54], [0.81, 1.20, -0.02], [0.83, -0.48, -0.78], [1.37, -0.25, 0.39], [0.00, -1.15, 0.17], [-0.97, 0.81, 1.13], [0.40, -0.39, 0.44], [-1.08, -1.35, 0.45], [-0.75, 2.68, 0.31], [0.62, -0.63, -0.44]]
}


Entry 2:
{
  "formula": "C7H10N",
  "method": "wB97M-V/def2-TZVPD",
  "e_above_lowest_kj_mol": 625.5,
  "gap_ev": 9.359,
  "e_homo_ev": -14.6,
  "charge": 1,
  "lumo_ev": -5.23,
  "smiles": "CC#C[N+]1=CC1(C)C",
  "symbols": ["C", "C", "C", "C", "C", "C", "C", "N", "H", "H", "H", "H", "H", "H", "H", "H", "H", "H"],
  "coordinates": [[-0.733, -2.604, 0.930], [-0.919, -1.446, 0.662], [-1.310, 0.981, -0.824], [0.158, 1.324, -0.748], [-0.790, -3.981, 1.331], [0.850, 2.141, 0.248], [0.963, 1.137, -1.997], [-0.686, 0.170, -0.161], [-2.289, 1.243, -1.245], [-0.735, -4.116, 2.475], [-1.689, -4.417, 0.930], [0.099, -4.535, 0.913], [1.354, 3.036, -0.275], [1.703, 1.611, 0.737], [0.070, 2.460, 0.920], [1.948, 1.206, -1.626], [0.793, 1.742, -2.797], [0.827, 0.212, -2.424]],
  "forces_ev_per_angstrom": [[-0.22, 0.58, 0.04], [0.73, 5.03, -2.78], [-1.12, 1.96, -0.48], [-0.01, -0.70, -1.62], [1.54, -1.18, 1.42], [0.61, 1.89, 0.04], [0.16, -1.16, 2.78], [0.44, -6.18, 2.98], [0.34, -0.33, 0.35], [-0.24, 0.36, -1.78], [-0.34, -0.31, 0.02], [-0.89, 0.54, 0.35], [-1.04, -1.19, 0.81], [-0.92, 0.11, -0.26], [0.42, 0.49, 0.91], [1.47, 0.10, -0.36], [-0.66, 2.59, -1.70], [-0.29, -2.60, -0.71]]
}


Entry 3:
{
  "formula": "C7H10N",
  "method": "wB97M-V/def2-TZVPD",
  "e_above_lowest_kj_mol": 322.1,
  "gap_ev": 9.622,
  "e_homo_ev": -14.0,
  "charge": 1,
  "lumo_ev": -4.42,
  "smiles": "C=[N+]1C[C@@H]2/C(=C/C)[C@@H]21",
  "symbols": ["C", "C", "C", "C", "C", "C", "C", "N", "H", "H", "H", "H", "H", "H", "H", "H", "H", "H"],
  "coordinates": [[-0.612, 0.603, 0.007], [2.176, -1.396, 0.187], [-1.850, 0.456, 0.214], [1.672, 1.008, 0.669], [0.506, 1.447, -0.311], [0.515, 0.065, -0.944], [-2.710, -0.727, -0.024], [1.548, -0.335, -0.017], [1.814, -2.214, -0.320], [3.093, -1.462, 0.847], [-2.393, 1.331, 0.683], [2.610, 1.437, 0.534], [1.506, 1.022, 1.779], [0.592, 2.269, -0.944], [0.431, -0.241, -1.944], [-2.470, -1.665, 0.439], [-2.733, -0.915, -1.123], [-3.694, -0.685, 0.267]],
  "forces_ev_per_angstrom": [[3.68, 0.19, -3.11], [2.02, 0.34, 1.39], [-4.45, 0.84, 2.25], [-2.13, -0.49, -0.05], [1.05, -0.39, 1.57], [-1.34, 0.20, 3.39], [1.39, -1.02, -2.30], [1.03, 0.90, 1.00], [-0.27, -2.06, -1.28], [-1.50, 0.22, -0.56], [0.75, -0.89, -0.48], [1.68, 0.67, -0.82], [-0.38, -0.40, -1.16], [-0.34, 1.68, -0.42], [0.03, -0.56, -1.03], [1.18, -0.38, 0.26], [0.01, -0.05, 0.64], [-2.38, 1.18, 0.68]]
}


Entry 4:
{
  "formula": "C7H10N2",
  "method": "wB97M-V/def2-TZVPD",
  "e_above_lowest_kj_mol": 1093.8,
  "gap_ev": 9.437,
  "e_homo_ev": -8.9,
  "lumo_ev": 0.55,
  "symbols": ["C", "C", "C", "C", "C", "C", "C", "H", "H", "H", "H", "H", "H", "H", "H", "H", "H", "N", "N"],
  "coordinates": [[-1.181, -0.319, 1.558], [-0.970, 0.163, 0.061], [-1.922, 0.774, -0.603], [0.451, 0.504, -0.398], [1.839, 0.470, 0.510], [1.887, -0.983, 1.167], [1.644, -2.218, 1.382], [-0.873, 0.678, 2.425], [-2.331, -0.953, 1.305], [-0.267, -1.394, 1.900], [-2.902, 1.131, -0.156], [-1.681, 1.524, -1.491], [1.764, 1.253, 1.110], [3.013, 0.586, 0.173], [1.864, -3.375, 1.350], [-1.118, 0.306, -2.467], [0.174, 0.446, -3.450], [0.811, 0.708, -1.630], [-0.203, 0.699, -2.745]],
  "forces_ev_per_angstrom": [[0.69, -2.84, -0.20], [3.09, 0.99, 3.22], [-2.08, 4.11, -1.53], [2.35, -0.96, -2.30], [0.60, -5.52, -1.77], [-1.43, -3.03, -0.10], [2.58, 2.60, -1.36], [-1.73, -3.32, -2.74], [3.15, 2.45, 2.10], [-3.22, 3.79, -1.19], [0.94, -1.56, -0.37], [-0.46, -1.89, 2.02], [-0.48, 2.94, 3.63], [-3.40, -0.29, -0.64], [-0.81, 3.09, 0.35], [1.26, -0.16, -0.81], [6.25, -4.32, -11.29], [-2.29, -0.38, -1.44], [-5.03, 4.28, 14.41]]
}


Entry 5:
{
  "formula": "C7H10N2O",
  "method": "wB97M-V/def2-TZVPD",
  "e_above_lowest_kj_mol": 840.2,
  "gap_ev": 8.038,
  "e_homo_ev": -7.2,
  "lumo_ev": 0.82,
  "symbols": ["C", "C", "C", "C", "C", "C", "C", "N", "N", "O", "H", "H", "H", "H", "H", "H", "H", "H", "H", "H"],
  "coordinates": [[2.054, -1.429, 0.168], [2.513, -0.307, -0.426], [1.369, 0.579, -0.590], [0.280, 0.148, 0.016], [-1.651, 1.710, -1.342], [0.087, -1.855, 1.800], [-1.641, 0.621, -0.215], [0.657, -1.195, 0.565], [2.629, 0.743, -1.280], [-2.241, 0.920, 0.992], [2.609, -2.132, 0.762], [-2.690, 2.041, -1.428], [-1.375, 1.160, -2.163], [-0.886, 2.566, -1.240], [-0.660, -2.612, 1.587], [1.049, -2.270, 2.204], [-0.397, -1.159, 2.422], [-2.009, -0.306, -0.595], [2.551, 0.867, -2.316], [-2.247, 1.908, 1.078]],
  "forces_ev_per_angstrom": [[-1.65, 0.93, 1.52], [-1.96, -1.39, 0.40], [1.83, 0.28, -0.20], [-3.16, -1.79, 0.19], [0.39, 0.72, 3.11], [2.49, -0.17, -1.91], [4.23, 0.70, 0.04], [0.06, 0.80, -0.37], [-0.53, 3.58, -1.80], [-0.01, 1.46, -0.31], [0.04, -0.63, -0.48], [0.23, 0.32, -0.19], [0.54, -0.99, -2.36], [-1.38, -1.28, 0.25], [0.19, -0.37, -0.35], [-1.53, 0.00, 0.51], [-0.14, 1.12, 0.98], [-0.25, -0.60, -0.03], [0.51, -1.35, 0.91], [0.11, -1.32, 0.09]]
}


Entry 6:
{
  "formula": "C7H10N2O",
  "method": "wB97M-V/def2-TZVPD",
  "e_above_lowest_kj_mol": 292.9,
  "gap_ev": 9.577,
  "e_homo_ev": -9.2,
  "lumo_ev": 0.35,
  "symbols": ["C", "C", "C", "C", "C", "C", "C", "N", "N", "O", "H", "H", "H", "H", "H", "H", "H", "H", "H", "H"],
  "coordinates": [[-0.851, -2.517, -0.339], [-1.820, 0.620, 0.368], [-0.953, 1.822, 0.042], [-1.264, -0.425, 1.226], [0.185, 1.158, -0.878], [0.091, -0.319, -1.218], [-0.063, -1.356, -0.060], [-1.266, -3.581, -0.468], [1.173, -1.761, 0.501], [-2.965, 0.482, -0.037], [-1.435, 2.618, -0.414], [-0.456, 2.199, 0.956], [-0.527, -0.416, 1.946], [-2.061, -1.194, 1.360], [0.150, 1.650, -1.826], [1.179, 1.270, -0.425], [-0.719, -0.335, -1.888], [0.918, -0.618, -1.843], [1.049, -2.723, 0.740], [1.592, -1.094, 1.182]],
  "forces_ev_per_angstrom": [[0.22, -0.81, -0.46], [-1.35, 1.63, 0.97], [2.29, -3.06, 0.78], [-0.24, -3.68, -3.65], [0.75, 0.34, 1.30], [-0.53, -0.47, 0.70], [-1.56, 3.43, 0.55], [-0.37, 0.12, -0.07], [0.07, 1.00, 0.24], [0.74, 0.18, -0.27], [-1.13, 1.18, -1.07], [-0.34, -0.28, -0.29], [1.20, 0.98, 1.77], [0.75, 0.67, 0.37], [0.34, 0.54, -0.54], [-0.21, 0.66, -0.07], [-1.58, -0.80, -0.68], [0.61, -0.06, 0.08], [0.83, -0.31, 1.04], [-0.51, -1.26, -0.70]]
}


Entry 7:
{
  "formula": "C7H10N2O",
  "method": "wB97M-V/def2-TZVPD",
  "e_above_lowest_kj_mol": 319.1,
  "gap_ev": 8.950,
  "e_homo_ev": -8.1,
  "lumo_ev": 0.83,
  "symbols": ["C", "C", "C", "C", "C", "C", "C", "N", "N", "O", "H", "H", "H", "H", "H", "H", "H", "H", "H", "H"],
  "coordinates": [[-1.851, -0.926, -0.370], [0.200, 1.604, -0.161], [0.799, 1.088, -1.371], [1.391, 0.099, -0.595], [-2.957, 0.056, -0.449], [2.151, -1.210, -0.625], [0.805, 0.196, 1.912], [-0.979, -1.658, -0.227], [1.052, 0.752, 0.639], [-0.741, 2.365, 0.006], [0.639, 1.110, -2.445], [-3.189, 0.104, 0.611], [-3.907, -0.366, -1.027], [-2.545, 0.905, -0.935], [3.197, -1.115, -0.255], [1.998, -1.543, -1.621], [1.578, -1.815, 0.061], [0.532, 1.068, 2.619], [0.051, -0.639, 1.919], [1.777, -0.076, 2.314]],
  "forces_ev_per_angstrom": [[-0.56, -0.09, -0.53], [-1.51, 1.50, -0.52], [1.33, -2.95, -1.15], [0.29, 1.51, 0.19], [-1.23, -2.87, -0.64], [-0.81, 1.95, 0.61], [-0.62, 0.81, 1.84], [-0.05, -0.09, -0.01], [-0.35, 1.00, -0.38], [1.49, -1.30, 0.95], [-0.04, 0.43, 0.42], [-0.49, 1.06, -0.02], [2.23, 0.79, 1.19], [-0.10, 1.13, 0.03], [-0.74, 0.02, -0.57], [0.58, -0.85, -0.81], [0.03, -0.62, 0.14], [-0.13, -1.44, -1.16], [0.70, 0.74, 0.27], [-0.03, -0.72, 0.16]]
}


Entry 8:
{
  "formula": "C7H10N2O2S",
  "method": "wB97M-V/def2-TZVPD",
  "e_above_lowest_kj_mol": 606.5,
  "gap_ev": [7.470, 6.671],
  "e_homo_ev": [-8.0, -7.2],
  "lumo_ev": [-0.49, -0.50],
  "symbols": ["C", "C", "C", "C", "C", "C", "C", "N", "N", "O", "O", "S", "H", "H", "H", "H", "H", "H", "H", "H", "H", "H"],
  "coordinates": [[3.162, -0.402, 1.358], [-3.388, 0.859, 1.633], [3.395, -0.013, 0.069], [-2.087, -2.145, -0.919], [0.075, 0.662, -1.049], [2.478, 0.441, -1.026], [-2.299, 0.483, -0.416], [-3.304, 0.429, 0.447], [-0.949, 0.668, -0.107], [0.021, 0.558, -2.222], [1.286, 0.681, -0.406], [-0.826, -2.936, -0.438], [4.087, -0.493, 1.961], [2.219, -0.667, 1.763], [-4.259, 0.596, 2.280], [-2.814, 1.695, 2.291], [4.381, 0.159, -0.142], [-3.055, -2.560, -1.013], [2.417, -0.234, -1.929], [2.799, 1.345, -1.501], [-2.600, 0.222, -1.471], [-0.740, 0.652, 0.837]],
  "forces_ev_per_angstrom": [[1.75, 0.54, -2.38], [-0.40, 2.36, 4.47], [-1.71, -0.31, 2.01], [1.28, -0.16, 0.50], [1.70, -0.77, 1.83], [0.64, -1.34, -1.13], [-0.32, -0.98, -1.88], [0.73, -0.38, -1.21], [-1.23, 0.48, -2.31], [-1.14, 0.11, -1.85], [-3.43, 0.37, 1.70], [-0.05, 0.46, -0.11], [-0.94, -0.20, -0.19], [-0.73, 0.07, 0.33], [0.46, -0.20, -0.97], [-0.24, -1.81, -2.19], [2.57, 0.31, -0.67], [-1.30, -0.19, -0.28], [-0.23, 0.02, 1.13], [0.74, 0.86, 0.02], [0.96, 0.72, 1.22], [0.89, 0.03, 1.96]]
}